# 1
This record from the OMol25 dataset describes a 2-piece molecular cluster, C6H11ClN overall in a non-equilibrium geometry. The level of theory is the ωB97M-V functional and the def2-TZVPD basis.

CARTESIAN COORDINATES (ANGSTROEM)
C1 -2.34086 -1.49241 0.31502
C2 -2.85246 -0.43707 0.18712
C3 0.10105 1.93706 0.22466
C4 1.81232 -1.41483 0.03695
C5 0.44883 0.59125 0.70982
C6 0.86302 -0.33993 -0.33598
N1 0.32397 -0.13696 -1.53947
Cl1 -3.70234 0.95059 0.36267
H1 -0.28715 2.48246 1.05415
H2 -0.77808 2.02442 -0.38217
H3 0.96075 2.51706 -0.17781
H4 1.52426 -1.80143 1.01838
H5 2.77911 -0.85433 0.14299
H6 1.83530 -2.04889 -0.81486
H7 1.45847 0.62222 1.35010
H8 -0.33454 0.10359 1.29996
H9 -1.89079 -2.46485 0.54004
H10 0.48261 -0.89122 -2.22539
H11 -0.40347 0.65326 -1.76615

Atomic forces in eV per Å
C 1.568 -2.914 0.424
C -1.150 1.671 0.381
C 0.121 1.757 0.289
C -0.029 1.856 -0.684
C 3.218 -0.471 1.528
C -2.192 1.033 -1.614
N 0.132 -0.558 0.765
Cl 0.014 0.271 -0.346
H 0.164 0.676 0.952
H -0.338 -0.361 -1.029
H -0.668 -0.539 0.055
H 0.135 -0.320 -0.359
H -0.543 -0.733 -0.043
H 0.532 -1.395 -0.126
H -2.419 0.251 -0.696
H 0.140 0.026 0.051
H -0.481 0.922 -0.464
H -0.240 0.937 0.086
H 2.036 -2.107 0.831

Values from the calculation:
Net charge: +1
Max |F| (eV Å⁻¹): 3.59
Molar mass (g/mol): 132.6
Energy above the lowest of the compared OMol25 structures with the same formula, charge and spin (kcal/mol): 41.24

Atomic partial charges in e from the Mulliken method, atoms 1 to 5: number 1, C, carries -0.41; number 2, C, carries 0.19; number 3, C, carries -1.55; number 4, C, carries -1.21; number 5, C, carries -0.01

---

# 2
This record from the OMol25 dataset describes a 2-piece molecular cluster, C5H13BOS overall in a non-equilibrium geometry. The level of theory is the ωB97M-V functional and the def2-TZVPD basis.

CARTESIAN COORDINATES (ANGSTROEM)
C1 -1.52201 1.99803 -0.42356
C2 -0.43753 1.50620 0.46955
C3 -0.48789 -0.08458 0.56801
C4 0.40142 -0.71298 -0.51432
S1 0.60103 -2.51623 -0.14117
H1 -1.59879 3.01973 -0.25623
H2 -2.39042 1.52438 -0.19979
H3 -1.36510 1.71586 -1.40224
H4 -0.66068 1.92786 1.52027
H5 0.65180 1.84123 0.28252
H6 -1.57030 -0.32647 0.46813
H7 -0.04207 -0.32546 1.52448
H8 -0.12678 -0.64753 -1.49521
H9 1.30435 -0.20152 -0.62780
H10 0.20746 -2.49961 1.19491
C5 3.89602 -0.14770 1.55314
B1 3.75768 0.86927 0.41000
O1 3.53330 1.59448 -0.50088
H11 4.75630 -0.19689 2.24306
H12 3.81979 -1.11659 1.01479
H13 3.06889 -0.01927 2.26904

Atomic forces in eV per Å
C 2.341 0.313 0.586
C 1.380 -0.940 2.535
C 0.475 2.242 -0.599
C -2.942 -1.261 -0.150
S -0.069 0.294 0.688
H -0.500 2.018 -0.402
H -2.838 -1.189 1.178
H 0.651 -0.021 -2.488
H 0.344 -0.728 -1.347
H -1.786 -0.333 -0.230
H 0.952 -0.500 0.336
H -0.364 -0.404 0.384
H 0.434 -0.197 0.604
H 1.611 0.574 0.120
H 0.371 0.171 -1.221
C -0.117 -0.618 0.356
B 0.621 -0.991 1.948
O -0.328 1.147 -1.475
H 0.070 0.398 -0.926
H -0.153 0.256 0.675
H -0.154 -0.230 -0.569

Values from the calculation:
Net charge: 0
SMILES: CCCCS.CB=O
Max |F| (eV Å⁻¹): 3.29
Molar mass (g/mol): 132.0
Energy above the lowest of the compared OMol25 structures with the same formula, charge and spin (kcal/mol): 1.77

Atomic partial charges in e from the Mulliken method, atoms 1 to 5: number 1, C, carries -1.52; number 2, C, carries -0.15; number 3, C, carries -0.80; number 4, C, carries -0.39; number 5, S, carries -0.27

---

# 3
This record from the OMol25 dataset describes a 3-piece molecular cluster, C4H15NO2 overall in a non-equilibrium geometry. The level of theory is the ωB97M-V functional and the def2-TZVPD basis.

CARTESIAN COORDINATES (ANGSTROEM)
C1 1.16065 -0.62010 1.73708
C2 -0.18075 -0.30900 0.87854
C3 0.12735 0.76033 -0.20161
C4 -0.85434 -1.58078 0.23232
N1 -1.17715 -2.37371 1.45501
H1 2.03702 -1.11788 1.21015
H2 0.79176 -1.19029 2.52815
H3 1.53617 0.36646 2.09518
H4 -0.92779 0.02189 1.60649
H5 -0.74486 0.96825 -0.90582
H6 0.50410 1.72838 0.19013
H7 1.06832 0.35817 -0.85873
H8 -0.07371 -2.25640 -0.35800
H9 -1.65673 -1.52328 -0.45745
H10 -1.92272 -1.94886 2.00722
H11 -1.49894 -3.24654 1.13551
O1 2.63037 5.52711 -1.24034
H12 1.64616 5.68111 -1.09865
H13 2.90901 6.20353 -0.54762
O2 -2.02504 -1.43138 -3.22485
H14 -1.07268 -1.59402 -2.87761
H15 -2.27619 -2.42299 -3.30512

Atomic forces in eV per Å
C -0.427 1.463 -2.287
C 1.263 -0.113 -1.656
C 1.373 -0.531 -1.634
C 3.486 -1.597 1.839
N 0.047 0.641 -0.474
H -1.436 0.426 0.320
H 0.060 -1.081 1.474
H -0.286 -0.683 -0.097
H 0.131 0.394 -0.077
H 1.114 -0.328 0.892
H -0.411 -0.572 0.018
H -2.331 0.831 1.321
H -1.097 1.509 1.197
H -1.032 1.083 -0.486
H 0.137 -0.012 -0.360
H -0.606 -1.435 0.002
O -1.713 2.062 2.079
H 1.508 -0.751 -0.742
H 0.203 -1.315 -1.336
O 2.045 -3.395 0.817
H -2.181 0.903 -0.818
H 0.152 2.499 0.007

Values from the calculation:
Net charge: 0
SMILES: CC(C)CN.O.O
Max |F| (eV Å⁻¹): 4.25
Molar mass (g/mol): 109.2
Energy above the lowest of the compared OMol25 structures with the same formula, charge and spin (kcal/mol): 49.92

Atomic partial charges in e from the Mulliken method, atoms 1 to 5: number 1, C, carries -1.23; number 2, C, carries 0.52; number 3, C, carries -1.32; number 4, C, carries -0.63; number 5, N, carries -0.59